Here is C40H33Cl2N5O6STi as an isolated structure from the OMol25 dataset. Energies are from the ωB97M-V functional and the def2-TZVPD basis.

CARTESIAN COORDINATES (ANGSTROEM)
Ti 1.12 0.28 -1.60
O -0.87 2.06 -3.81
C 0.18 1.43 -3.60
N 1.23 1.80 -2.81
C 1.54 2.96 -2.19
O 1.23 4.10 -2.46
C 2.51 2.59 -1.11
C 3.18 3.52 -0.34
C 4.19 3.10 0.50
C 4.51 1.74 0.53
C 3.77 0.86 -0.22
N 2.76 1.25 -1.02
C 0.38 0.03 -4.01
C -0.41 -0.61 -4.97
C -0.07 -1.88 -5.37
C 1.06 -2.50 -4.79
C 1.75 -1.85 -3.80
N 1.42 -0.62 -3.36
H 2.91 4.56 -0.44
H 4.74 3.80 1.11
H 5.31 1.38 1.14
H 3.98 -0.20 -0.22
H -1.23 -0.06 -5.41
H -0.64 -2.38 -6.14
H 1.38 -3.48 -5.11
H 2.61 -2.30 -3.33
C -2.29 -3.19 -1.82
C -0.90 -2.63 -1.69
N 0.09 -3.54 -1.55
O -0.70 -1.42 -1.70
H -2.36 -4.22 -1.46
H -2.59 -3.16 -2.87
H -2.98 -2.56 -1.26
H -0.09 -4.52 -1.55
H 1.02 -3.18 -1.41
O -0.68 1.16 -1.12
S -2.02 1.16 -1.84
C -3.08 0.41 -0.56
C -2.71 0.43 0.77
C -3.52 -0.19 1.71
C -4.68 -0.84 1.30
C -5.03 -0.88 -0.04
C -4.22 -0.25 -0.98
C -2.65 2.82 -1.53
C -3.94 3.16 -1.91
C -4.41 4.44 -1.66
C -3.58 5.37 -1.05
C -2.28 5.03 -0.69
C -1.81 3.75 -0.94
H -1.79 0.93 1.06
H -3.25 -0.18 2.75
H -5.31 -1.33 2.04
H -5.93 -1.40 -0.35
H -4.48 -0.27 -2.03
H -4.58 2.42 -2.38
H -5.42 4.71 -1.94
H -3.95 6.37 -0.85
H -1.63 5.76 -0.23
H -0.81 3.46 -0.68
Cl -1.83 -1.19 4.47
C -0.56 -0.02 4.28
C -0.90 1.32 4.21
C 0.10 2.26 4.05
C 1.42 1.85 3.99
C 1.75 0.51 4.07
Cl 3.44 0.13 4.13
C 0.76 -0.48 4.20
N 1.00 -1.84 4.35
C 1.99 -2.59 3.64
C 2.96 -3.27 4.37
C 3.96 -3.98 3.73
C 3.99 -4.03 2.35
C 2.99 -3.41 1.61
C 1.97 -2.70 2.24
C 0.82 -2.13 1.44
C 1.23 -1.09 0.39
O 1.87 -1.45 -0.66
O 0.88 0.10 0.53
H -1.93 1.61 4.29
H -0.14 3.31 3.99
H 2.22 2.57 3.91
H 0.18 -2.37 4.59
H 2.93 -3.20 5.45
H 4.72 -4.49 4.31
H 4.78 -4.55 1.84
H 3.00 -3.46 0.53
H 0.09 -1.66 2.09
H 0.34 -2.94 0.89

Computed properties:
* energy relative to the best compared isomer or geometry (same formula, charge and spin): 49.8 kJ/mol
* HOMO-LUMO gap (spin up / spin down): 0.1925 / 0.1989 Eh
* largest force on an atom: 3.32 eV/Å
* charge: 0
* molecular weight: 830.57 g/mol
* energy: -4437.48813 Ha
* HOMO level (spin up / spin down): -5.299 / -5.430 eV
* E_LUMO (spin up / spin down): -0.0022 / -0.0007 Ha

Atomic partial charges in e from the Mulliken method, atoms 1 to 4:
1. Ti -1.423
2. O -0.760
3. C -0.418
4. N 0.594